w.
C4H7IN | ωB97M-V/def2-TZVPD

The HOMO-LUMO gap (spin up / spin down) is 7.10 / 7.10 eV. The calculation puts the HOMO energy (spin up / spin down) at -11.92 / -11.92 eV. The charge is +1.

Structure (XYZ):
```
13
Properties=species:S:1:pos:R:3:lowdin_charge:R:1
C -1.27256 -0.29891 0.47848 -0.091
C -3.13373 -1.01973 0.46295 -0.561
C -0.31917 0.78626 0.40933 -0.088
C 1.08852 0.15898 0.42124 -0.279
N 1.63627 -0.13274 -0.85350 0.132
I -4.63952 0.15699 -0.06414 0.882
H -0.86605 -1.13876 0.96389 0.003
H -0.38495 1.84721 0.05900 0.107
H 0.95032 -0.78812 0.91947 0.108
H 1.87083 0.86122 0.95719 0.174
H 2.41032 -0.80583 -0.78678 0.182
H 1.83125 0.77568 -1.46525 0.236
H 0.82847 -0.40225 -1.50187 0.197
```


x.
C4H7IN | ωB97M-V/def2-TZVPD

The HOMO-LUMO gap (spin up / spin down) is 5.77 / 5.77 eV. The calculation puts the HOMO energy (spin up / spin down) at -13.28 / -13.28 eV. The charge is +1.

Structure (XYZ):
```
13
Properties=species:S:1:pos:R:3:lowdin_charge:R:1
C -0.10847 1.12004 0.46936 -0.090
C 1.00322 0.68473 -0.47975 -0.098
C 0.09660 -1.40374 0.49700 -0.043
C -0.74161 -0.25273 0.26051 -0.145
N 0.37073 -0.61087 -0.68834 -0.024
I -4.04489 0.05797 0.06378 0.285
H -0.18629 1.55789 1.40845 0.101
H -0.66994 1.89726 -0.19193 0.156
H 1.32541 1.31523 -1.33234 0.155
H 1.99832 0.44969 -0.01902 0.147
H 1.05361 -1.45080 1.20321 0.193
H -0.47982 -2.37061 0.43607 0.160
H 0.38313 -0.99405 -1.62698 0.202
```


Most stable: x


w.
C2H4NO3P | ωB97M-V/def2-TZVPD

The HOMO-LUMO gap is 5.56 eV. The calculation puts the HOMO energy at 1.26 eV. The charge is -2.

Structure (XYZ):
```
11
Properties=species:S:1:pos:R:3:lowdin_charge:R:1
C -0.01541 0.30603 -0.16094 -0.220
C -2.41179 0.13658 0.03593 -0.358
N -1.07333 0.19308 0.58430 -0.287
O 2.95507 -1.79659 0.59158 -0.434
O 3.29102 0.63435 1.40980 -0.474
O 3.17528 0.05267 -1.16869 -0.473
P 3.04123 -0.36106 0.28352 0.193
H -0.30209 0.47201 -1.35482 -0.051
H -2.69187 -0.86257 -0.39538 0.033
H -2.76060 0.98804 -0.68835 0.045
H -3.20750 0.23746 0.86306 0.027
```


x.
C2H4NO3P | ωB97M-V/def2-TZVPD

The HOMO-LUMO gap is 6.29 eV. The calculation puts the HOMO energy at 0.91 eV. The charge is -2.

Structure (XYZ):
```
11
Properties=species:S:1:pos:R:3:lowdin_charge:R:1
C -0.02779 0.30721 1.36644 -0.222
C -0.38607 -0.77710 0.32884 -0.268
N -1.13177 0.46294 0.28449 -0.479
O -2.32923 0.78258 0.60663 -0.343
O 2.82227 -1.21947 -1.60349 -0.683
O 1.04776 -0.25908 -3.09946 -0.667
P 1.69426 -0.17130 -1.71955 0.386
H -0.55476 0.28375 2.32817 0.058
H 0.90775 0.89000 1.23664 0.036
H -1.18752 -1.34878 0.91110 0.026
H -0.85492 1.04925 -0.63981 0.156
```


Most stable: w


w.
C2Cl2F2S | ωB97M-V/def2-TZVPD

The HOMO-LUMO gap (spin up / spin down) is 7.67 / 6.77 eV. The calculation puts the HOMO energy (spin up / spin down) at -9.60 / -9.27 eV. The charge is 0.

Structure (XYZ):
```
7
Properties=species:S:1:pos:R:3:lowdin_charge:R:1
C 0.98225 -0.94554 -0.38923 -0.061
C 1.18324 0.11324 0.32854 -0.760
F 0.69628 -1.10068 -1.65439 0.085
F 1.45548 0.08053 1.62373 0.023
S -2.29280 -0.47183 0.90596 0.063
Cl 1.16206 1.78056 -0.30068 0.658
Cl -3.18651 0.54371 -0.51394 -0.008
```


x.
C2Cl2F2S | ωB97M-V/def2-TZVPD

The HOMO-LUMO gap (spin up / spin down) is 6.34 / 6.35 eV. The calculation puts the HOMO energy (spin up / spin down) at -9.47 / -9.47 eV. The charge is 0.

Structure (XYZ):
```
7
Properties=species:S:1:pos:R:3:lowdin_charge:R:1
C 0.10743 0.33253 -0.29169 -0.161
C 0.17129 1.12707 0.73292 -0.666
F 0.68060 0.28899 -1.46777 0.072
F -0.35408 0.93755 1.98166 -0.011
S -0.84831 -2.45294 0.10333 0.115
Cl 0.72764 2.84178 0.63181 0.643
Cl -0.48456 -3.07498 -1.69024 0.009
```


Most stable: w


w.
C2H5NP2 | ωB97M-V/def2-TZVPD

The SMILES is C=PN1CP1. The HOMO-LUMO gap is 8.87 eV. The calculation puts the HOMO energy at -8.45 eV. The charge is 0.

Structure (XYZ):
```
10
Properties=species:S:1:pos:R:3:lowdin_charge:R:1
C -1.65576 1.62884 -0.50736 -0.399
P -0.81551 0.45171 -1.32683 0.789
N 0.21198 -0.61340 -0.39391 -0.710
C 0.56440 -1.04922 0.92467 -0.499
P 1.54920 -1.87004 -0.43293 0.828
H -1.33654 1.83199 0.47206 -0.050
H -2.19524 2.40160 -1.00990 -0.034
H 1.30171 -0.32163 1.31086 0.046
H -0.28046 -1.62717 1.49445 0.106
H 2.65623 -0.83267 -0.53110 -0.078
```


x.
C2H5NP2 | ωB97M-V/def2-TZVPD

The HOMO-LUMO gap is 9.63 eV. The calculation puts the HOMO energy at -9.62 eV. The charge is 0.

Structure (XYZ):
```
10
Properties=species:S:1:pos:R:3:lowdin_charge:R:1
C 0.98916 1.04530 -0.52413 -0.472
C 0.19597 -0.06429 -0.21153 -0.996
N 1.67729 1.95145 -0.58280 0.163
P 1.14865 -1.22551 0.80545 0.786
P -1.55575 0.29085 0.22433 0.754
H -0.22192 -0.69727 -1.52909 0.199
H 1.51588 -0.16617 1.68664 -0.070
H 0.09430 -1.65954 1.59190 -0.135
H -1.72496 1.16916 -0.94466 -0.057
H -2.11862 -0.64397 -0.51610 -0.171
```


Most stable: w


w.
CH2N3O3 | ωB97M-V/def2-TZVPD

The HOMO-LUMO gap (spin up / spin down) is 5.58 / 6.05 eV. The calculation puts the HOMO energy (spin up / spin down) at -1.85 / -2.09 eV. The charge is -1.

Structure (XYZ):
```
9
Properties=species:S:1:pos:R:3:lowdin_charge:R:1
C 0.06049 -0.34143 -0.01124 -0.314
N 1.57055 -1.07411 1.09295 0.018
N 0.61356 0.71539 -0.30933 -0.059
N -1.11809 -0.95840 -0.15154 -0.257
O -1.69056 -1.97686 0.36898 -0.314
O 1.75150 -0.34617 2.02344 -0.118
O 0.07937 1.60982 -1.43096 -0.198
H -1.77522 -0.16104 -0.39400 0.143
H 0.50840 2.53280 -1.18829 0.098
```


x.
CH2N3O3 | ωB97M-V/def2-TZVPD

The HOMO-LUMO gap is 9.30 eV. The calculation puts the HOMO energy at -5.16 eV. The charge is -1.

Structure (XYZ):
```
9
Properties=species:S:1:pos:R:3:lowdin_charge:R:1
C -1.42091 0.33718 0.18731 -0.799
N 2.36167 0.29786 0.10205 -0.402
N 1.88712 1.32756 -0.23614 0.071
N 3.06182 -0.50154 0.48984 0.093
O -2.54857 -0.01919 0.34994 0.017
O -0.82450 1.44298 0.23870 -0.069
O -0.45926 -0.70476 -0.12388 -0.041
H -0.60993 -1.63104 0.01322 0.058
H 0.76704 1.23235 -0.14405 0.071
```


Most stable: x


w.
C2H5N3O | ωB97M-V/def2-TZVPD

The SMILES is [H]/N=C/[NH+]=C\[NH+]=O. The HOMO-LUMO gap (spin up / spin down) is 8.65 / 8.32 eV. The calculation puts the HOMO energy (spin up / spin down) at -21.59 / -21.84 eV. The charge is +2.

Structure (XYZ):
```
11
Properties=species:S:1:pos:R:3:lowdin_charge:R:1
H 0.36771 -2.54734 0.49971 0.218
N 0.44479 -1.61389 0.04566 0.399
C 1.16941 -0.62323 -0.11830 -0.071
N 0.80513 0.63441 -0.32040 0.219
C -0.44567 1.08611 -0.10938 0.115
N -1.51726 0.34839 0.09991 0.065
O -1.57552 -0.89190 -0.06406 0.199
H 2.27425 -0.73506 -0.08045 0.224
H 1.51997 1.30803 -0.42673 0.195
H -0.72043 2.09043 0.03592 0.185
H -2.32238 0.94404 0.43813 0.251
```


x.
C2H5N3O | ωB97M-V/def2-TZVPD

The SMILES is C1=[NH+]C=[NH+]ON1. The HOMO-LUMO gap is 9.39 eV. The calculation puts the HOMO energy at -21.15 eV. The charge is +2.

Structure (XYZ):
```
11
Properties=species:S:1:pos:R:3:lowdin_charge:R:1
C -0.63544 -1.11351 0.07905 0.122
N -1.23329 0.18351 -0.06403 0.204
C -0.34948 1.28644 0.07946 0.136
N 0.94911 1.09340 0.11626 0.179
O 1.56548 -0.15552 0.02484 0.088
N 0.64166 -1.27857 0.15369 0.232
H -1.12978 -2.05283 -0.14238 0.205
H -2.20204 0.16042 -0.33554 0.192
H -0.56558 2.31589 0.27733 0.193
H 1.79826 1.64508 -0.11568 0.250
H 1.16109 -2.08432 -0.07300 0.200
```


Most stable: x